The following is a quantum chemistry calculation of a molecular structure, C6H13O5V in a non-equilibrium geometry, from the Open Molecules 2025 dataset.

Cartesian coordinates (Å):
1 O 0.1979 -2.1359 0.1219
2 C -0.8974 -1.3016 0.0189
3 C -0.7486 0.0429 0.7180
4 O -0.0515 -0.1944 1.9428
5 C 0.6265 0.8987 2.5615
6 C 1.7050 0.2860 3.4565
7 O 2.4513 -0.6691 2.7743
8 V 1.3607 -1.5591 1.5042
9 H -1.7768 -1.8140 0.4562
10 H -1.7216 0.5191 0.9143
11 H -0.1450 0.7356 0.1042
12 H -0.0850 1.5164 3.1308
13 H 1.0912 1.5176 1.7743
14 H 1.2065 -0.1488 4.3474
15 H 2.3335 1.1187 3.8269
16 H -0.9777 -1.0890 -1.1791
17 O 1.0113 -0.5904 -2.9532
18 C -1.1994 1.2072 -2.8859
19 O -1.1513 -0.0221 -3.5873
20 C -0.2996 -0.9676 -3.0916
21 H -2.0163 1.7922 -3.3206
22 H -1.4059 1.0321 -1.8173
23 H -0.2553 1.7651 -2.9843
24 H -0.3879 -1.8935 -3.6657
25 H 1.1351 -0.0463 -2.1671

Force components x, y, z for each atom (eV/Å):
O 0.71 0.16 0.40
C -0.76 -0.09 -2.32
C -0.01 0.51 -0.49
O -0.37 -0.07 0.26
C 0.26 0.71 0.22
C -0.13 0.46 0.55
O -0.01 0.07 0.04
V 0.74 -1.04 -0.17
H 0.00 0.22 -0.59
H 0.21 -0.13 -0.02
H -0.03 -0.11 0.22
H 0.12 -0.15 -0.14
H -0.11 -0.18 0.16
H 0.17 0.09 -0.24
H -0.13 -0.20 -0.09
H -0.71 -0.34 2.54
O 0.09 -0.02 0.18
C 0.07 0.14 0.15
O -0.28 -0.06 0.04
C 0.24 0.04 -0.77
H 0.24 -0.14 0.10
H 0.00 0.08 -0.29
H -0.24 -0.10 -0.02
H -0.04 0.22 0.28
H -0.02 -0.08 0.01

The value obtained for the energy above the lowest of the compared OMol25 structures with the same formula, charge and spin is 0.553 eV. For the LUMO energy (spin up / spin down), the calculation gives 0.3 / -0.2 eV. Its spin multiplicity is 5.

The following is a quantum chemistry calculation of 2 unconnected molecules or ions with the total composition C6H13P in a non-equilibrium geometry, from the Open Molecules 2025 dataset.

Cartesian coordinates (Å):
1 C 0.0850 -0.7499 -0.5406
2 C -0.5515 -0.7572 0.8562
3 C -0.5616 -2.1084 1.6258
4 C -0.3819 0.3385 1.9011
5 C 0.5550 1.5669 -2.4454
6 C 1.3066 1.0200 -1.2239
7 P -1.6289 -0.6437 -0.6971
8 H 0.6568 -1.6856 -0.5704
9 H -1.2632 -1.9634 2.4818
10 H 0.5051 -2.2595 1.7784
11 H -0.8478 -3.0178 0.9623
12 H -0.5746 1.3420 1.6058
13 H 0.7291 0.5040 2.1344
14 H -0.8305 0.1692 2.8406
15 H 1.1125 2.4940 -2.7188
16 H -0.5373 1.9817 -2.1444
17 H 0.4724 0.9225 -3.2914
18 H 1.3517 1.6212 -0.3651
19 H 2.1858 0.4738 -1.4954
20 H -1.7826 0.7518 -0.6939

Force components x, y, z for each atom (eV/Å):
C 4.15 2.21 1.44
C -0.83 0.10 -0.17
C -0.53 -0.34 -2.33
C 2.97 0.66 -1.08
C -1.40 2.41 2.41
C -3.13 -3.67 -1.23
P -2.25 -0.59 0.33
H -0.15 0.38 -1.13
H 1.02 -0.71 -0.42
H 0.00 -0.29 1.22
H 0.03 1.60 1.10
H -0.94 0.76 -0.67
H -1.03 -0.85 -0.16
H -0.85 -0.45 0.87
H -0.39 -0.52 -0.21
H 2.41 -1.14 -0.67
H 0.06 -0.58 -0.36
H 0.09 0.72 0.97
H 0.54 -0.09 0.16
H 0.23 0.36 -0.04

The value obtained for the energy above the lowest of the compared OMol25 structures with the same formula, charge and spin is 3.817 eV. For the LUMO energy, the calculation gives 1.0 eV. Its spin multiplicity is 1.

The following is a quantum chemistry calculation of C6H14 in the gas phase in a non-equilibrium geometry, from the Open Molecules 2025 dataset.

Cartesian coordinates (Å):
1 C -1.9596 0.5205 0.9566
2 C -1.6224 -0.8202 0.2669
3 C -0.1091 -0.9891 -0.0295
4 C 0.8429 0.1978 0.1302
5 C 2.2478 -0.4617 -0.0750
6 C 0.6680 1.2440 -0.9536
7 H -2.9401 0.8656 0.6221
8 H -1.9274 0.4937 2.0434
9 H -1.2680 1.3203 0.6812
10 H -2.2742 -0.9091 -0.5637
11 H -1.9250 -1.5763 0.9939
12 H -0.0766 -1.3877 -1.0597
13 H 0.2310 -1.9188 0.4128
14 H 0.7463 0.6376 1.0929
15 H 2.4400 -1.4557 0.3150
16 H 2.9975 0.3023 0.0603
17 H 2.2053 -0.7148 -1.1434
18 H 0.0031 2.0514 -0.6307
19 H 1.5667 1.7515 -1.2940
20 H 0.1541 0.8487 -1.8256

Force components x, y, z for each atom (eV/Å):
C 0.02 0.48 -0.43
C 0.68 0.91 2.16
C -1.45 -0.89 -1.31
C 1.11 -2.27 -0.88
C -1.09 0.58 -1.48
C -1.00 0.94 -0.08
H -0.08 -0.03 0.33
H -0.14 -0.23 0.08
H -0.16 -0.16 -0.07
H -0.23 -0.25 -1.11
H -0.05 -0.27 -0.27
H 0.27 0.80 -0.21
H 0.36 0.25 1.11
H 0.01 0.31 0.95
H 0.03 0.31 1.08
H 0.66 -0.24 0.25
H 0.43 0.32 -0.13
H 0.09 0.00 0.09
H 0.35 -0.24 0.14
H 0.18 -0.32 -0.23

The value obtained for the energy above the lowest of the compared OMol25 structures with the same formula, charge and spin is 1.064 eV. For the LUMO energy, the calculation gives 1.2 eV. Its spin multiplicity is 1. Its SMILES is CCCC(C)C.

The following is a quantum chemistry calculation of C6H14 in the gas phase in a non-equilibrium geometry, from the Open Molecules 2025 dataset.

Cartesian coordinates (Å):
1 C 0.1973 -2.8645 -1.4526
2 C -0.3872 -1.4981 -1.0990
3 C 0.4956 -0.5860 -0.3073
4 C -0.3117 0.5914 0.2075
5 C 0.5346 1.5748 0.9979
6 C -0.2516 2.7982 1.4494
7 H 0.0271 -3.2955 -2.4473
8 H 1.1237 -3.2002 -0.9709
9 H -0.6934 -2.9462 -0.7568
10 H -0.9030 -1.0740 -1.9536
11 H -1.3632 -1.7221 -0.3067
12 H 1.3416 -0.2480 -0.9179
13 H 0.9290 -1.1588 0.5290
14 H -1.1440 0.2194 0.8255
15 H -0.7762 1.0991 -0.6515
16 H 0.9618 1.0590 1.8690
17 H 1.3857 1.8867 0.3771
18 H -0.6569 3.3406 0.5869
19 H 0.3794 3.4888 2.0170
20 H -1.0957 2.5092 2.0866

Force components x, y, z for each atom (eV/Å):
C -1.64 -0.77 1.29
C -1.93 1.06 1.35
C 0.03 0.26 -0.04
C 0.08 0.19 0.06
C 0.06 0.08 0.05
C -0.02 0.10 0.06
H 0.05 0.48 0.40
H -0.31 0.49 -0.18
H 1.42 -4.10 -0.95
H 0.21 0.53 -0.13
H 2.02 1.38 -1.84
H -0.06 0.03 0.00
H -0.10 0.17 -0.15
H 0.19 0.09 -0.08
H 0.08 0.00 0.15
H -0.05 0.09 -0.10
H -0.11 -0.01 0.11
H 0.06 -0.07 0.13
H -0.11 -0.05 -0.06
H 0.12 0.05 -0.08

The value obtained for the energy above the lowest of the compared OMol25 structures with the same formula, charge and spin is 2.555 eV. For the LUMO energy, the calculation gives 1.2 eV. Its spin multiplicity is 1. Its SMILES is CCCCCC.

The following is a quantum chemistry calculation of 2 unconnected molecules or ions with the total composition C6H14, from the Open Molecules 2025 dataset.

Cartesian coordinates (Å):
1 C -0.2297 -2.6800 0.9339
2 C -0.5750 -1.2020 0.7719
3 C 0.6463 -0.3434 0.4321
4 C 0.5178 1.1120 0.6681
5 C 1.4888 1.9170 -0.1199
6 C -1.3869 1.3999 -1.4373
7 H 0.2411 -3.0806 0.0282
8 H -1.1227 -3.2796 1.1382
9 H 0.4711 -2.8293 1.7642
10 H -1.3220 -1.0819 -0.0242
11 H -1.0311 -0.8072 1.6864
12 H 1.0894 -0.6436 -0.5370
13 H 1.4322 -0.5443 1.1923
14 H -1.2100 1.5159 -0.3586
15 H 1.1090 2.9232 -0.3310
16 H 2.3135 2.0680 0.5960
17 H 1.9075 1.4644 -1.0356
18 H -1.3086 2.3797 -1.9146
19 H -0.6437 0.7244 -1.8704
20 H -2.3871 0.9874 -1.5827

Force components x, y, z for each atom (eV/Å):
C 0.03 -0.06 0.00
C -0.05 0.04 0.03
C -0.06 0.10 -0.02
C 0.32 -0.18 -0.17
C -0.09 -0.05 -0.01
C -0.02 0.01 -0.06
H -0.07 0.06 0.12
H 0.13 0.09 -0.03
H -0.10 0.02 -0.11
H 0.14 0.00 0.13
H 0.08 -0.06 -0.11
H -0.05 0.10 0.13
H -0.03 0.03 -0.02
H -0.09 0.00 -0.16
H 0.08 -0.17 0.09
H -0.05 0.01 -0.04
H -0.08 0.02 0.17
H -0.05 -0.13 0.04
H -0.14 0.10 0.06
H 0.10 0.07 -0.04

The value obtained for the energy above the lowest of the compared OMol25 structures with the same formula, charge and spin is 3.859 eV. For the LUMO energy, the calculation gives 0.5 eV. Its spin multiplicity is 1.

The following is a quantum chemistry calculation of a molecular structure, C6H14AgF3N2O2 in a non-equilibrium geometry, from the Open Molecules 2025 dataset.

Cartesian coordinates (Å):
1 Ag -1.4370 2.5735 1.4426
2 F 0.6387 2.6274 2.7577
3 F -2.0650 0.7816 2.9892
4 F -3.8577 3.3405 2.0419
5 C -1.8378 -0.0963 0.5449
6 O -1.6713 0.8856 -0.1633
7 N -1.5823 -1.3709 0.1600
8 C -1.5251 -2.4137 1.1530
9 C -1.5073 -1.8038 -1.2020
10 H -2.0785 0.0506 1.6328
11 H -0.5522 -2.9134 1.0680
12 H -2.2146 -3.2212 0.8506
13 H -1.7552 -2.0636 2.1515
14 H -0.6920 -2.5105 -1.3832
15 H -2.4514 -2.2783 -1.5060
16 H -1.3447 -0.9393 -1.8461
17 C 1.7461 0.3138 0.5063
18 O 2.4733 -0.3154 1.2507
19 N 2.1150 0.7089 -0.7501
20 C 1.4036 1.7799 -1.4056
21 C 3.2297 0.0965 -1.4347
22 H 0.7912 0.7722 0.8029
23 H 1.4354 1.6420 -2.4918
24 H 1.8867 2.7517 -1.2250
25 H 0.3695 1.8787 -1.0781
26 H 4.1613 0.6294 -1.2226
27 H 3.3331 -0.9501 -1.1433
28 H 2.9885 0.0442 -2.5001

Force components x, y, z for each atom (eV/Å):
Ag -0.28 0.42 1.82
F -0.28 0.25 -0.91
F -0.01 -0.51 -0.04
F 0.49 0.22 -0.53
C 0.40 -0.15 0.97
O -0.12 -0.03 -1.71
N -0.08 -0.34 -0.08
C -0.20 -0.93 -0.99
C 0.01 0.37 -0.46
H -0.11 0.11 0.54
H 0.20 0.28 0.52
H -0.30 0.16 0.31
H 0.16 0.24 0.05
H 0.05 -0.03 0.18
H 0.07 -0.10 -0.02
H -0.03 0.06 0.08
C 0.46 1.13 0.53
O -0.19 -0.71 -0.47
N -0.50 -0.65 -0.35
C 0.29 0.65 -0.33
C -0.35 -0.12 0.22
H 0.00 -0.19 0.33
H -0.20 -0.20 0.05
H -0.01 -0.09 0.10
H 0.01 -0.30 0.14
H 0.14 -0.11 -0.32
H 0.09 0.15 0.45
H 0.28 0.42 -0.07

The value obtained for the energy above the lowest of the compared OMol25 structures with the same formula, charge and spin is 0.000 eV. For the LUMO energy, the calculation gives 4.8 eV. Its spin multiplicity is 1. The net charge is -2.

The following is a quantum chemistry calculation of a molecular structure, C6H14BrMgNO in a non-equilibrium geometry, from the Open Molecules 2025 dataset.

Cartesian coordinates (Å):
1 C 3.8954 0.0152 -0.1936
2 O 2.6678 0.3868 -0.5276
3 C 1.6318 -0.4218 0.0176
4 C 0.2458 0.1300 -0.3391
5 N -0.7306 -0.5438 0.4651
6 C -2.0743 -0.7803 -0.0456
7 C -2.9668 0.4608 -0.2417
8 C -2.9262 1.4280 0.9262
9 Br -2.5420 1.3948 -1.8983
10 H 4.0851 -0.2271 0.8556
11 H 3.9581 -1.0946 -0.7510
12 H 4.6589 0.6317 -0.6652
13 H 1.7447 -1.4330 -0.4564
14 H 1.7827 -0.5361 1.0977
15 H 0.2762 1.2209 -0.2083
16 H 0.0314 -0.0578 -1.3875
17 H -0.7411 -0.2324 1.4290
18 H -1.9905 -1.3451 -0.9769
19 H -2.5863 -1.4161 0.6801
20 H -3.9777 0.0938 -0.4103
21 H -2.0717 2.1040 0.8751
22 H -2.8704 0.8700 1.8669
23 H -3.8216 2.0439 0.9589
24 Mg 4.3216 -2.6918 -1.0704

Force components x, y, z for each atom (eV/Å):
C -0.23 0.51 0.00
O -0.11 -0.08 0.03
C 0.05 -0.03 0.04
C -0.14 -0.08 -0.01
N -0.06 0.03 0.28
C 0.19 0.02 -0.18
C 0.03 -0.10 0.07
C 0.01 -0.03 0.16
Br 0.11 0.02 -0.07
H -0.05 -0.04 0.00
H 0.35 0.77 0.12
H 0.02 -0.05 0.01
H 0.00 0.06 0.02
H -0.10 0.01 -0.06
H -0.02 -0.04 0.05
H 0.03 0.05 -0.10
H 0.00 0.08 -0.09
H -0.11 0.08 0.03
H 0.06 -0.01 0.01
H 0.01 -0.02 0.03
H 0.04 -0.09 -0.01
H -0.10 0.05 -0.02
H 0.00 0.02 -0.05
Mg 0.01 -1.14 -0.24

For the LUMO energy, the calculation gives -12.0 eV. Its spin multiplicity is 1. The net charge is +2.

The following is a quantum chemistry calculation of 3 unconnected molecules or ions with the total composition C6H14Cl2N, from the Open Molecules 2025 dataset.

Cartesian coordinates (Å):
1 C 0.4243 -1.5390 -2.1631
2 C 0.7169 -1.9254 0.3313
3 C -1.5150 2.0514 1.6151
4 C -2.3255 0.4777 -0.1565
5 C 0.9297 -1.0853 -0.8550
6 C -1.5630 1.4782 0.2434
7 N 1.5642 0.0285 -0.7514
8 Cl 2.4914 1.4028 1.9544
9 Cl -0.4781 2.2494 -0.8839
10 H -0.4531 -0.9462 -2.4286
11 H 1.1552 -1.3754 -2.9541
12 H 0.1332 -2.5855 -2.1426
13 H 1.2691 -2.8591 0.2108
14 H -0.3337 -2.2043 0.4075
15 H 1.0340 -1.4383 1.2484
16 H -1.8632 3.0836 1.6053
17 H -2.1479 1.4782 2.2845
18 H -0.4959 2.0511 1.9977
19 H -3.0058 0.0114 0.5322
20 H -2.3453 0.1226 -1.1712
21 H 1.8847 0.3899 0.1591
22 H 3.2361 0.4976 2.4716
23 H 1.6876 0.6360 -1.5549

Force components x, y, z for each atom (eV/Å):
C -0.09 0.00 -0.45
C -0.02 -0.11 0.42
C 0.01 0.14 0.01
C 0.03 -0.07 -0.13
C 0.20 0.15 0.01
C 0.00 -0.21 0.20
N 0.06 -0.16 0.05
Cl 0.01 0.13 0.17
Cl -0.04 0.34 -0.21
H -0.09 0.05 0.06
H 0.06 -0.02 0.00
H 0.03 0.01 0.03
H 0.06 -0.03 -0.07
H -0.06 0.05 -0.04
H -0.01 0.02 0.08
H 0.02 0.06 0.00
H -0.07 -0.07 0.06
H 0.05 0.01 0.06
H -0.14 -0.07 0.25
H 0.04 0.03 -0.25
H -0.14 -0.14 -0.40
H 0.09 -0.01 0.08
H 0.00 -0.10 0.08

The value obtained for the energy above the lowest of the compared OMol25 structures with the same formula, charge and spin is 0.000 eV. For the LUMO energy, the calculation gives -3.9 eV. Its spin multiplicity is 1. The net charge is +1.